No. 1
Molecular formula: C5H7NO
Method: DFT, ωB97M-V/def2-TZVPD

Output
**Spin multiplicity**: 1
**ΔE to the lowest compared entry with this formula, charge and spin**: 324.9 kJ/mol
**Net charge**: 0
**Highest occupied orbital energy**: -9.29 eV
**Gap between HOMO and LUMO**: 10.0854 eV
**LUMO level**: 0.794 eV

Element x y z (Å)
C1 0.35 0.23 -0.11
C2 0.83 -1.86 -1.49
N1 0.88 -0.72 -2.41
O1 -0.16 2.77 2.10
H1 1.60 -2.61 -1.65
H2 -1.35 1.10 2.48
H3 -0.06 -0.37 -2.59
C3 -0.33 0.88 0.65
H4 -1.88 2.21 1.21
C4 -1.00 1.73 1.64
H5 0.72 2.38 2.24
H6 2.28 -0.31 -0.83
H7 -0.14 -2.24 -1.18
C5 1.22 -0.51 -1.00


No. 2
Molecular formula: C5H7NO
Method: DFT, ωB97M-V/def2-TZVPD

Output
**Spin multiplicity**: 1
**ΔE to the lowest compared entry with this formula, charge and spin**: 490.3 kJ/mol
**Net charge**: 0
**Highest occupied orbital energy**: -8.96 eV
**Gap between HOMO and LUMO**: 9.1656 eV
**LUMO level**: 0.208 eV

Element x y z (Å)
C1 1.01 0.33 1.25
H1 -2.57 -1.07 -0.39
H2 0.88 -0.74 1.41
C2 -0.12 1.07 0.57
C3 -0.20 -1.88 -1.66
H3 -0.25 2.10 0.89
O1 -0.56 -1.64 -0.42
H4 1.53 0.85 2.04
C4 1.17 0.79 -0.16
H5 1.80 1.65 -0.37
N1 -1.38 0.47 0.26
C5 -1.58 -0.68 -0.17
H6 1.19 0.03 -0.94
H7 -0.90 -1.27 -2.31